Density functional theory data (the ωB97M-V functional and the def2-TZVPD basis) for a structure of composition C51H131N8O20V.

E_LUMO (alpha / beta): -5.068 / -4.583 eV
E: -4907.80858 a.u.
⟨S²⟩: 0.871
HOMO energy (alpha / beta): -9.89 / -9.89 eV
Total charge: +1
Kohn-Sham gap (alpha / beta): 4.8 / 5.3 eV
Spin multiplicity: 2

Each line ends with the Löwdin charge.
CARTESIAN COORDINATES (ANGSTROEM)
C1 -14.165 -36.357 -1.635  -0.15
C2 -12.304 -31.922 -6.283  -0.24
C3 -24.898 -23.450 3.065  -0.19
C4 -11.788 -27.801 -4.560  -0.19
O1 -12.298 -33.933 2.894  -0.08
H1 -4.646 -29.602 5.150  0.08
H2 -22.253 -26.717 -4.742  0.09
H3 -16.629 -28.766 3.963  0.08
O2 -14.874 -35.545 -2.518  -0.19
H4 -23.574 -32.502 3.316  0.10
C5 -12.005 -25.961 0.048  -0.15
C6 -14.651 -33.478 -3.998  -0.18
H5 -14.933 -32.036 0.180  0.06
H6 -12.760 -33.005 1.193  0.12
C7 -15.702 -26.449 0.353  -0.23
H7 -17.922 -27.148 -2.401  0.09
C8 -11.432 -30.132 3.555  -0.21
H8 -14.784 -35.272 6.196  0.12
H9 -26.394 -25.892 4.737  0.08
C9 -16.188 -30.382 0.144  -0.50
N1 -13.438 -25.929 -0.276  -0.07
H10 -13.751 -35.878 -0.747  0.06
O3 -6.503 -28.847 4.721  -0.19
H11 -16.575 -30.993 7.866  0.11
H12 -13.157 -28.312 4.796  0.08
H13 -12.424 -30.274 -8.254  0.08
H14 -18.258 -29.827 5.045  0.10
C10 -19.274 -28.798 -2.514  -0.41
H15 -10.717 -35.161 1.327  0.13
H16 -13.734 -24.977 -0.112  0.11
O4 -15.071 -28.969 5.337  -0.17
H17 -8.091 -30.543 3.102  0.12
H18 -17.892 -30.197 -2.160  0.01
H19 -15.248 -34.239 0.254  0.08
N2 -9.454 -31.094 4.694  -0.05
H20 -15.288 -33.045 6.135  0.11
C11 -12.443 -34.002 1.500  -0.26
H21 -14.136 -26.463 1.664  0.11
C12 -23.420 -23.389 2.638  -0.23
H22 -11.607 -27.285 -2.560  0.12
H23 -13.937 -30.808 -8.840  0.10
H24 -22.125 -30.717 1.773  0.12
C13 -20.115 -27.997 1.731  -0.08
C14 -15.174 -33.504 5.153  -0.20
C15 -10.525 -31.373 3.710  -0.20
H25 -19.725 -33.054 2.959  0.15
O5 -11.960 -23.893 1.503  -0.16
H26 -19.833 -29.280 -1.711  0.11
H27 -23.977 -33.817 2.161  0.10
H28 -10.696 -29.052 -6.598  0.07
H29 -4.807 -27.844 4.960  0.09
C16 -17.366 -29.773 5.669  -0.20
H30 -13.771 -26.659 -2.020  0.01
H31 -20.707 -29.241 -4.047  0.11
H32 -23.005 -28.243 -4.259  0.08
H33 -11.864 -29.683 -2.166  0.08
H34 -15.792 -35.312 1.650  0.12
O6 -25.041 -24.484 4.092  -0.21
H35 -11.575 -26.769 -4.836  0.13
O7 -17.052 -33.806 1.049  -0.27
H36 -11.324 -25.626 -0.735  0.12
H37 -13.228 -28.723 -1.516  0.05
H38 -17.315 -33.493 3.129  0.12
H39 -11.058 -33.757 -1.073  0.09
H40 -18.156 -31.249 11.684  0.09
C17 -14.013 -34.467 -2.979  -0.18
H41 -11.931 -23.865 3.578  0.08
H42 -19.696 -30.697 1.082  0.10
H43 -13.129 -34.886 -3.461  0.11
N3 -18.367 -29.878 -2.993  0.05
C18 -12.559 -33.029 -5.234  -0.20
C19 -8.437 -30.187 4.072  -0.19
H44 -12.576 -28.175 -5.213  0.12
N4 -22.948 -24.607 1.977  -0.07
C20 -16.711 -29.916 7.968  -0.18
C21 -26.335 -25.097 3.993  -0.11
H45 -15.240 -33.861 -4.831  0.12
H46 -14.879 -37.059 -1.206  0.09
H47 -17.731 -23.900 1.147  0.10
H48 -18.500 -31.852 2.323  0.12
H49 -13.158 -33.876 3.317  0.03
H50 -11.764 -27.017 -0.081  0.09
H51 -10.722 -30.658 0.952  0.07
H52 -11.521 -32.378 -6.889  0.13
H53 -26.303 -25.726 3.103  0.09
H54 -19.275 -27.794 1.067  0.07
H55 -17.376 -29.916 1.974  0.06
C22 -22.506 -27.347 -3.889  -0.11
C23 -11.132 -34.296 0.809  -0.24
H56 -10.178 -31.701 2.731  0.09
C24 -15.759 -34.314 1.215  -0.07
H57 -14.399 -27.397 -3.236  0.06
O8 -20.764 -26.788 2.112  -0.17
H58 -10.619 -25.395 1.469  0.12
H59 -15.779 -29.352 7.939  0.13
H60 -12.077 -22.397 2.816  0.10
H61 -10.474 -33.484 1.119  0.11
H62 -12.772 -33.975 -5.733  0.12
C25 -17.370 -24.764 0.588  -0.08
H63 -23.199 -26.713 -3.337  0.09
H64 -8.844 -29.182 3.958  0.12
C26 -11.148 -29.675 1.153  -0.06
C27 -16.394 -28.721 5.026  -0.24
C28 -18.784 -30.821 10.903  -0.11
O9 -14.355 -35.587 4.211  -0.06
H65 -20.933 -24.226 2.478  0.11
H66 -16.162 -29.435 -0.395  0.12
C29 -5.281 -28.741 5.359  -0.14
O10 -10.687 -28.700 -4.576  -0.19
C30 -11.575 -23.355 2.683  -0.17
H67 -10.734 -28.898 0.511  0.08
H68 -16.499 -29.804 10.072  0.12
C31 -11.702 -25.281 1.433  -0.19
C32 -17.857 -33.823 2.243  -0.14
H69 -14.435 -27.095 4.824  0.10
H70 -15.186 -33.663 1.875  0.08
H71 -18.087 -25.527 0.893  0.05
H72 -9.614 -27.778 -6.033  0.09
H73 -14.089 -30.469 0.079  0.06
O11 -16.890 -33.680 -1.703  -0.22
H74 -16.723 -27.701 5.224  0.13
C33 -17.329 -29.769 9.366  -0.26
H75 -15.943 -26.457 -0.711  0.11
H76 -16.263 -27.247 0.840  0.10
C34 -16.369 -30.217 1.684  -0.02
O12 -10.992 -29.202 2.552  -0.20
H77 -21.323 -23.774 0.816  0.12
H78 -24.171 -32.162 1.680  0.10
H79 -20.310 -33.504 1.125  0.12
C35 -20.966 -25.907 1.118  -0.27
H80 -11.637 -33.196 -4.677  0.11
O13 -16.028 -25.177 0.900  -0.16
H81 -23.199 -25.395 2.557  0.10
O14 -21.472 -27.677 -2.952  -0.21
H82 -10.499 -23.320 2.854  0.09
O15 -11.201 -34.564 -0.574  -0.04
H83 -13.395 -37.022 -2.026  0.10
C36 -14.301 -34.780 5.353  -0.23
O16 -13.423 -31.619 -7.040  -0.18
H84 -27.122 -24.383 4.232  0.09
H85 -19.328 -27.122 -1.271  0.07
H86 -12.478 -30.411 3.432  0.10
H87 -6.518 -30.871 4.768  0.11
H88 -17.787 -28.790 9.502  0.13
H89 -20.857 -28.599 1.205  0.08
H90 -13.304 -34.466 5.661  0.13
O17 -18.269 -30.769 9.584  -0.18
H91 -5.436 -28.706 6.437  0.09
H92 -16.934 -30.757 5.483  0.09
H93 -12.095 -30.995 -5.749  0.12
H94 -19.982 -27.597 -4.320  0.13
V1 -18.088 -33.163 -0.776  1.22
C37 -14.247 -26.755 0.620  -0.20
C38 -18.975 -32.826 2.202  -0.22
C39 -20.352 -28.318 -3.590  -0.15
C40 -21.571 -31.650 1.877  -0.20
H95 -21.196 -31.467 2.884  0.12
H96 -11.384 -29.604 4.508  0.11
C41 -12.369 -27.785 -3.158  -0.43
H97 -13.384 -29.678 -3.003  0.07
H98 -12.433 -31.856 -8.875  0.09
H99 -12.091 -25.814 2.300  0.11
H100 -20.047 -25.721 0.562  0.08
C42 -7.227 -30.069 4.977  -0.22
H101 -7.495 -30.276 6.013  0.12
H102 -13.916 -36.413 4.427  0.10
N5 -13.625 -32.482 -4.383  -0.05
H103 -18.905 -30.680 -3.290  0.05
O18 -14.579 -32.549 4.254  -0.09
H104 -13.131 -34.836 1.364  0.11
H105 -13.659 -33.937 -2.095  0.11
H106 -18.634 -29.976 7.250  0.11
H107 -17.542 -24.704 -0.486  0.09
H108 -14.735 -31.060 -1.359  0.09
C43 -20.338 -31.554 0.879  -0.14
H109 -14.069 -27.828 0.559  0.10
H110 -17.963 -28.162 -0.959  0.05
C44 -14.933 -31.052 -0.288  -0.03
H111 -23.225 -22.541 1.982  0.12
C45 -12.713 -29.048 -2.420  -0.07
O19 -17.298 -31.117 -0.340  -0.27
C46 -10.005 -28.770 -5.804  -0.11
C47 -13.054 -31.162 -8.309  -0.11
H112 -20.665 -31.361 -0.143  0.12
H113 -19.813 -28.585 2.597  0.08
H114 -19.132 -29.864 11.292  0.09
H115 -25.236 -22.486 3.444  0.12
H116 -12.175 -29.866 0.840  0.05
H117 -13.933 -31.847 -5.105  0.08
H118 -25.452 -23.689 2.157  0.11
H119 -16.253 -31.227 2.077  0.06
C48 -14.214 -28.137 4.591  -0.09
H120 -22.816 -23.207 3.526  0.11
C49 -23.541 -32.824 2.275  -0.10
H121 -9.014 -31.997 4.797  0.10
N6 -17.765 -29.508 7.034  -0.05
H122 -14.443 -28.251 3.532  0.07
C50 -18.572 -27.740 -1.758  -0.07
H123 -15.330 -32.878 -3.393  0.08
H124 -9.200 -29.503 -5.758  0.09
H125 -14.928 -31.655 4.283  0.06
C51 -21.512 -24.508 1.599  -0.15
O20 -22.310 -32.830 1.642  -0.17
H126 -16.185 -33.711 4.801  0.09
H127 -15.604 -29.543 2.067  0.06
H128 -19.635 -31.503 10.883  0.09
H129 -21.625 -26.413 0.413  0.12
N7 -19.584 -32.828 0.934  -0.12
N8 -13.541 -26.938 -2.964  0.03
H130 -18.258 -34.831 2.353  0.15
H131 -11.193 -32.138 4.108  0.10